(1)
This record from the OMol25 dataset describes a cluster of 5 separate species, CH14N2O4 in total. The level of theory is wB97M-V/def2-TZVPD.

HOMO-LUMO gap ... 9.649 eV
SMILES ... NCN.O.O.O.O
E_HOMO ... -9.14 eV

Geometry (Å):
N -0.22362 -2.83744 0.56200
C -0.70484 -1.63010 1.30116
N 0.38315 -0.85325 1.83145
H 0.72085 -2.63535 0.24812
H -0.16072 -3.66145 1.14651
H -1.36689 -1.99381 2.08300
H -1.34688 -1.22421 0.49058
H 0.45825 -0.02757 1.24603
H 0.24351 -0.46544 2.75545
H -1.32693 1.64934 1.55130
H -0.52388 1.96077 0.23137
O -0.45911 1.77755 1.18157
H -0.59463 0.79102 -1.50871
H -1.83398 1.67206 -2.18222
O -1.22858 1.56399 -1.45456
H 1.95865 1.62821 -0.38213
H 1.28034 2.52013 -1.33657
O 1.92517 1.79289 -1.33667
H 0.91017 0.14783 -1.83011
H -0.19530 -1.32868 -1.39119
O 0.35443 -0.58865 -1.60334

Atomic forces in eV per Å
0.1604 0.0653 -0.0486
-0.3551 -1.7455 -0.7774
0.0131 0.6163 -0.5655
0.0231 -0.0697 0.0847
0.0695 0.1059 0.1231
-0.1065 0.0959 0.1263
0.3445 1.0821 0.9684
0.2667 -0.0655 0.1496
-0.3268 -0.3325 0.0754
-0.5033 0.0067 -0.2854
-0.9027 -0.0296 0.2588
1.2139 0.4777 0.0090
-1.4751 0.2912 -0.5938
0.1476 -0.4266 -0.4138
0.8442 0.2367 0.9113
0.3833 -0.3106 -0.0922
0.1554 -0.1084 -0.5261
-0.6952 0.2246 0.5469
0.9851 -0.0316 -0.1040
0.1673 -0.3761 -0.0892
-0.4092 0.2938 0.2423



(2)
This record from the OMol25 dataset describes a cluster of 5 separate species, CH14N3O4 in total. The level of theory is wB97M-V/def2-TZVPD.

HOMO-LUMO gap (spin up / spin down) ... 5.529 / 4.536 eV
Net charge ... +2
Multiplicity ... 2
E_HOMO (spin up / spin down) ... -18.09 / -17.99 eV

Geometry (Å):
N -0.57283 -2.28953 -0.31615
C 0.38789 -1.24901 -0.63459
N -0.11664 -0.55822 -1.77279
N 0.70770 -0.47713 0.57812
H 1.28853 -1.76512 -0.99340
H -1.28934 -1.82286 0.27527
H -0.61929 0.28380 -1.48457
H -0.41653 -1.19520 -2.52170
H -0.20431 -0.27641 1.09160
H 1.34823 0.37141 0.38926
H 4.07077 -0.35580 0.16195
H 4.65722 1.14252 0.21515
O 3.88039 0.58148 0.10731
H -0.82115 2.31385 0.62742
H -0.27536 3.06423 1.94795
O -0.13695 2.33623 1.32722
H -2.15205 2.40198 -0.87155
H -2.35810 0.37448 0.11759
O -1.90384 1.54434 -0.45396
H -3.01336 -0.77643 1.35417
H -0.15968 -3.10178 0.11168
O -2.30133 -0.54683 0.74401

Atomic forces in eV per Å
0.8569 2.2159 0.8093
1.4568 -3.5839 0.6946
-0.5761 0.4133 1.3683
-1.4962 2.9103 -2.6264
0.3811 0.1705 0.2808
-1.1380 -0.3324 -0.6795
-0.4082 0.0923 -1.1091
-0.0524 0.4960 -0.0610
0.9800 -0.2377 0.7558
-0.0296 -1.2315 1.1048
0.9790 0.1780 0.1047
0.1554 -0.5087 0.0563
-1.4705 0.1416 -0.1396
0.5440 0.7139 0.7714
-0.2538 0.0301 -0.1505
0.0631 -0.8550 -0.5322
-0.3989 -0.0872 0.1548
-1.1121 -3.0991 2.9012
0.4107 1.0549 -1.2455
-0.2555 0.5615 -0.2149
0.1542 -0.8881 -0.5024
1.2100 1.8455 -1.7409



(3)
This record from the OMol25 dataset describes a cluster of 6 separate species, CH14O5 in total. The level of theory is wB97M-V/def2-TZVPD.

HOMO-LUMO gap ... 11.371 eV
SMILES ... C.O.O.O.O.O
E_HOMO ... -10.91 eV

Geometry (Å):
C 1.45600 2.79600 -2.04110
H 0.34774 2.68865 -2.01585
H 1.89744 2.25247 -2.88824
H 1.85452 2.42100 -1.09373
H 1.71736 3.79598 -1.93532
H 1.93323 -1.10129 0.10097
H 1.52997 0.11237 -0.80437
O 1.69082 -0.80464 -0.87057
H 0.38162 0.58036 2.73794
H -0.91945 0.42855 1.88551
O -0.41219 -0.02685 2.58154
H -0.09709 -0.14422 -2.12291
H -1.24679 -0.82873 -2.60962
O -1.08203 0.01864 -2.21310
H -3.61477 0.92831 0.39701
H -2.97938 -0.40388 0.69886
O -2.75109 0.54020 0.51578
H 0.49506 -2.00982 2.39218
H 1.63991 -2.97478 2.54202
O 1.09507 -2.54246 1.85662

Atomic forces in eV per Å
-1.0340 -1.9395 0.6852
0.8178 0.0283 -0.1626
-0.1252 0.4834 0.3024
-0.0834 -0.6065 -0.1127
0.4166 1.9947 -0.6904
-0.9885 0.6909 -2.8236
-0.1554 1.7170 0.2810
1.0725 -2.3991 2.5840
-1.7250 -1.2947 -0.3234
0.0101 -0.2186 0.1765
1.6119 1.4655 0.1185
-1.3671 0.7479 0.2813
-0.9504 -0.6781 -0.4218
2.3229 -0.1922 0.0914
-0.3090 0.4453 -0.0928
0.4961 1.0326 -0.2780
-0.0795 -1.4808 0.5280
-0.3038 0.4015 -0.2707
-0.2316 0.1255 -0.6480
0.6051 -0.3228 0.7759



(4)
This record from the OMol25 dataset describes a cluster of 7 separate species, CH15NO6 in total. The level of theory is wB97M-V/def2-TZVPD.

HOMO-LUMO gap (spin up / spin down) ... 9.605 / 4.267 eV
Net charge ... +1
Multiplicity ... 2
E_HOMO (spin up / spin down) ... -15.47 / -15.45 eV

Geometry (Å):
C -1.71006 0.79250 0.87177
N -0.95061 1.36824 -0.00517
H -2.22717 -0.07341 0.40132
H -1.79586 1.15987 1.86635
H -0.48438 2.20228 0.39419
H 2.46301 1.91496 -0.44503
H 1.25432 2.15324 -1.24546
O 1.76528 2.56995 -0.53503
H -0.41095 -2.47833 2.18331
H 1.06609 -1.87540 2.00240
O 0.24084 -2.12550 1.52934
H 1.58668 -0.35378 -0.25800
H 0.82761 -1.29883 -1.45525
O 1.58754 -0.75493 -1.18371
H -1.49306 -1.09955 -2.07879
H -0.91402 -1.46473 -0.72283
O -1.16812 -1.85506 -1.55416
H -0.50817 -0.01036 -3.01475
H -0.98787 0.74102 -1.71762
O -1.00965 0.73185 -2.66908
H 0.24341 -0.31775 2.37449
H 1.69210 0.04697 2.31848
O 0.93307 0.02674 2.94324

Atomic forces in eV per Å
1.3005 -0.5760 -5.3553
-1.7433 -0.0542 4.4476
-0.2837 0.1851 1.1880
-0.1287 0.2779 1.0353
0.9952 0.2966 -1.4212
0.5364 0.1906 0.2022
0.1512 0.4261 -0.1841
-0.6769 -0.6760 -0.1364
1.1732 0.2098 -0.5338
-0.9717 -0.8537 -0.0400
-0.5276 0.0761 0.2987
-0.7375 -1.4979 -2.0004
0.2594 0.0302 1.0280
0.5265 1.3862 0.9156
-0.3885 -0.9255 0.2796
0.2122 -0.2163 0.8639
-0.1839 0.5183 -0.7554
0.9132 -0.1400 -0.1383
-0.0954 -0.1720 1.5482
-0.5680 0.9067 -1.4809
-0.3429 -0.2520 0.0448
-0.3673 0.3440 0.8966
0.9476 0.5158 -0.7029



(5)
This record from the OMol25 dataset describes a structure of composition CH15O10Pb. The level of theory is wB97M-V/def2-TZVPD.

HOMO-LUMO gap ... 6.947 eV
Net charge ... +1
E_HOMO ... -10.51 eV

Geometry (Å):
Pb 7.87200 0.61300 1.45600
C 7.07800 0.37800 4.75300
O 6.97500 0.13600 3.54900
O 7.57200 1.56100 5.18900
O 6.67400 -0.43000 5.61900
H 7.77200 2.13600 4.53300
O 7.47300 -0.18700 -1.02200
H 6.71100 -0.66400 -1.34600
H 8.00700 -0.25500 -1.76600
O 7.20400 2.85300 0.44300
H 6.35000 3.23100 0.25900
H 7.79400 3.47900 0.04300
O 8.99400 2.32800 2.61800
H 8.81300 3.22100 2.38100
H 9.93800 2.25000 2.76400
O 7.29800 -1.84300 1.39100
H 7.13600 -2.30800 2.22400
H 6.98700 -2.49700 0.74600
O 5.54700 0.57300 1.09500
H 5.25700 0.94800 0.25600
H 5.08400 -0.24500 1.02200
O 9.89000 0.78700 0.08100
H 10.24500 0.21100 -0.58100
H 10.69900 1.15900 0.39100
O 9.64000 -0.50000 2.53700
H 10.42900 -0.94400 2.22500
H 9.90700 -0.28800 3.42100

Atomic forces in eV per Å
-1.3938 -0.8990 0.6783
-1.9230 -2.5251 4.8312
0.5106 0.3625 -4.0917
-0.4693 -2.1216 3.4653
1.1547 1.6682 -0.9161
0.8616 2.5060 -3.4276
-1.5219 -0.1859 1.0034
-0.7439 -0.2589 0.2130
2.0737 0.1541 -2.1806
-0.2211 0.3576 0.0300
-0.8355 0.2247 0.0606
0.7495 0.4701 -0.4848
0.8915 0.0306 0.8811
-0.2227 1.3252 -0.2139
0.3183 0.1629 0.2874
-0.5221 -1.3839 -0.2181
0.0965 0.4340 0.4404
0.2401 0.2895 -0.1117
-1.5421 0.8304 -1.0257
0.1596 0.6991 -0.1286
-0.5519 -1.4964 0.8769
0.6796 0.1888 -0.8214
-0.0472 -0.8824 -1.0418
0.9940 0.9027 0.7389
1.4400 -0.6192 0.3648
0.1617 -0.4318 -0.6040
-0.3370 0.1978 1.3948



(6)
This record from the OMol25 dataset describes a cluster of 9 separate species, CH16F3O11S in total. The level of theory is wB97M-V/def2-TZVPD.

HOMO-LUMO gap ... 10.887 eV
Net charge ... -1
E_HOMO ... -8.01 eV

Geometry (Å):
C 1.67664 -0.05307 -1.09871
F 2.37608 -0.30155 -0.00039
F 2.32560 0.87376 -1.80696
F 1.57122 -1.16805 -1.82852
S -0.00787 0.53488 -0.63844
O -0.48580 -0.45333 0.31988
O 0.14708 1.85131 -0.06283
O -0.76688 0.51968 -1.89169
O -2.29087 2.68347 -2.74608
H -1.68077 1.94776 -2.51989
H -2.55339 2.51638 -3.65519
O -3.10987 -0.97842 -2.10767
H -3.07002 -0.98970 -3.06697
H -2.30430 -0.47894 -1.83913
O -0.07369 -2.75772 2.06168
H -0.20763 -1.84987 1.74829
H -0.66288 -3.25485 1.47816
O -1.06604 4.54710 0.23884
H -0.79345 3.62148 0.13226
H -1.69830 4.52850 0.96273
O -2.80280 -1.95905 0.85624
H -2.18111 -1.24013 0.64228
H -3.49578 -1.85587 0.19449
O 3.60387 -1.97274 2.74453
H 3.28614 -2.44308 1.95255
H 4.33859 -1.43420 2.43702
O 1.64827 3.24548 2.03877
H 1.08259 2.86279 1.34758
H 1.03141 3.64142 2.65987
O 2.32501 -3.60417 0.68412
H 1.43254 -3.32485 0.97333
H 2.40642 -3.25441 -0.21017

Atomic forces in eV per Å
-0.3402 0.5233 0.0960
0.1577 -0.2219 0.0450
-0.0475 -0.1635 -0.1209
0.2224 -0.0761 0.0409
-1.5196 0.0645 0.5359
0.5046 0.0653 -0.4423
0.4819 0.0318 -0.2725
0.7879 -0.1235 0.2906
0.2369 -0.2770 -0.0459
-0.3659 0.4579 -0.0553
0.0117 -0.0148 0.0285
0.2944 0.1687 0.2923
0.0261 0.0243 0.0127
-0.5073 -0.3216 -0.3546
0.1281 -0.1853 -0.4919
0.1183 0.0267 0.0930
-0.2729 0.0994 0.2437
0.0433 -0.1120 0.2000
-0.0503 0.1484 -0.1872
-0.0302 -0.0205 -0.0606
-0.0419 0.2236 -0.0163
-0.1006 -0.3010 0.0622
0.0978 -0.0650 -0.1094
0.1363 -0.0438 -0.1491
-0.0682 -0.0431 0.1880
-0.0737 0.0268 0.0029
-0.0948 -0.0601 -0.0493
0.2213 -0.0049 0.1214
-0.0008 0.0277 -0.0463
-0.1290 0.1372 -0.2261
0.1734 0.0346 0.3299
0.0005 -0.0262 0.0448



(7)
This record from the OMol25 dataset describes a structure of composition CH16NiO11. The level of theory is wB97M-V/def2-TZVPD.

HOMO-LUMO gap (spin up / spin down) ... 8.070 / 8.190 eV
Net charge ... -1
Multiplicity ... 4
E_HOMO (spin up / spin down) ... -5.24 / -7.30 eV

Geometry (Å):
Ni -23.73858 19.78555 -10.80878
C -24.71754 17.86199 -12.23207
O -25.09516 18.12544 -11.07472
O -25.05596 16.93656 -12.96883
O -23.89576 18.72625 -12.58174
O -25.12986 18.40583 -15.88285
H -24.23327 18.61478 -16.14496
H -25.04347 18.04001 -15.00254
O -27.85828 18.76703 -11.47452
H -28.31367 18.04138 -11.04756
H -26.92911 18.56384 -11.36685
O -25.97786 14.27993 -12.60841
H -25.16204 13.80675 -12.77204
H -25.72362 15.20274 -12.60547
O -27.68860 16.03901 -14.71413
H -28.01246 16.90247 -14.45764
H -26.79037 16.01195 -14.38446
O -21.53325 19.23402 -13.83581
H -22.45347 19.07719 -13.62406
H -21.45969 19.01345 -14.76434
O -23.18618 16.58774 -14.97821
H -23.67382 15.94498 -15.49328
H -23.72147 16.72493 -14.19663
O -26.33999 16.39212 -9.32810
H -26.52300 15.74955 -10.01355
H -25.78529 17.04579 -9.75384
O -23.26150 16.18319 -9.54223
H -23.08146 17.11303 -9.40358
H -23.85262 16.16281 -10.29481

Atomic forces in eV per Å
-0.9060 -1.5372 -1.3065
0.1988 -0.2189 -1.0723
-2.1507 -0.0221 4.8035
-0.8644 -1.4732 -0.4620
3.7671 3.5225 -2.1305
-0.5842 0.4494 -0.5153
0.2126 -0.1360 0.1007
0.0668 -0.1235 0.3453
-0.6490 0.3970 -0.2821
-0.0144 -0.1908 0.1489
0.5605 -0.2063 0.2049
-0.3401 -0.6797 0.1307
0.1832 -0.0919 -0.0029
0.2534 0.8506 -0.0356
-0.3455 -0.2135 -0.2820
0.0177 0.2664 0.0929
0.2658 0.0020 0.2191
0.7836 0.4460 -0.1704
-0.6646 -0.3331 0.2940
0.0469 -0.1708 -0.1398
1.0176 -0.1964 -0.6258
-0.1608 -0.0674 -0.1487
-0.4918 0.0302 0.7415
-0.5810 -0.3563 0.6704
-0.0266 -0.2163 -0.2252
0.1907 0.3706 -0.4165
0.4913 -0.2956 0.1884
-0.0191 0.1891 0.0323
-0.2578 0.0051 -0.1570



(8)
This record from the OMol25 dataset describes a cluster of 7 separate species, CH17NO6 in total. The level of theory is wB97M-V/def2-TZVPD.

HOMO-LUMO gap (spin up / spin down) ... 2.952 / 9.114 eV
Net charge ... -1
Multiplicity ... 2
E_HOMO (spin up / spin down) ... 0.46 / -5.95 eV

Geometry (Å):
C 1.26011 -2.17999 1.70591
N -0.08987 -1.63068 1.60493
H 1.23734 -3.12001 2.27426
H 1.88240 -1.58696 2.39016
H 1.82420 -2.35714 0.80736
H -0.23814 -1.20037 0.70112
H -0.75747 -2.38798 1.67929
H -3.47663 -0.39865 1.34256
H -2.67848 0.73398 0.99223
O -3.57912 0.44197 0.85926
H -2.21465 -0.50683 -0.97267
H -0.68098 -0.60913 -1.54603
O -1.60745 -0.41754 -1.71698
H -1.74826 2.53269 -2.97563
H -1.92567 1.78363 -1.77025
O -1.41060 2.54945 -2.06779
H 0.52962 1.74089 -1.71045
H 1.92503 1.97100 -1.33715
O 1.41898 1.42166 -1.95674
H 1.12133 1.25156 1.65170
H 0.89765 2.60710 2.39748
O 1.48450 2.13402 1.80215
H 2.82094 -1.43845 -1.60041
H 1.97442 -0.19683 -1.41851
O 2.03079 -1.13737 -1.13580

Atomic forces in eV per Å
0.4067 -0.4889 1.7083
0.3161 -0.2347 -0.0500
-0.2657 -0.1302 -0.2959
-0.0110 0.4221 -0.3929
-0.1300 0.1209 -0.5153
-0.0334 0.1319 -0.0580
-0.2051 0.0970 -0.1243
-0.5565 -0.1233 -0.1084
0.9488 0.9361 -0.1305
-0.3454 -0.7912 0.1862
0.5428 -0.2191 0.5870
-0.0576 -0.1809 0.7537
-0.6223 0.4181 -1.3817
0.4841 0.4767 -0.1772
0.3657 -0.3264 0.7839
-0.6053 -0.2084 -0.5121
-0.4142 -0.3296 -0.5088
0.3027 -0.1749 -0.1360
0.0585 0.7536 0.6261
-0.3618 0.0695 0.1672
-0.3198 -0.2763 -0.0374
0.6458 0.1529 -0.2272
-0.0988 -0.2058 0.0776
-0.4659 -0.2671 0.1450
0.4216 0.3776 -0.3791